Entry 1:
ORCA calculation (ωB97M-V/def2-TZVPD) on a single C4H5N3O3 molecule in a non-equilibrium geometry.

## Properties
**Kohn-Sham gap**: 9.59 eV
**Structure (SMILES)**: CN1C(=O)N/C(=N\O)C1=O
**E**: -545.346342 Ha
**E_HOMO**: -10.154 eV
**Energy above the lowest of the compared OMol25 structures with the same formula, charge and spin**: 304.9 kJ/mol

```
15
C4H5N3O3 ωB97M-V/def2-TZVPD
O -2.10382 0.00419 -0.80159
C -1.07491 -0.21259 -0.20870
N -0.58689 0.80656 0.57171
N -0.03669 -2.40987 -1.18241
H -0.21149 2.86307 0.15395
N 0.97720 -0.80299 0.27974
C -0.01632 -1.28880 -0.48717
C 0.64718 0.37231 0.92831
H -1.24200 2.52268 1.60525
C -0.97112 2.23450 0.54425
H 1.77620 -1.41392 0.46710
H -1.78950 2.31600 -0.19971
O 1.63461 0.98162 1.50629
H 1.72054 -2.88898 -2.03085
O 1.27700 -3.08380 -1.14617
```


Entry 2:
ORCA calculation (ωB97M-V/def2-TZVPD) on a molecular structure, C40H43GeN3O2PS2Se2Y in a non-equilibrium geometry.

## Properties
**Kohn-Sham gap**: 7.51 eV
**E**: -9920.791549 Ha
**E_HOMO**: -7.358 eV
**Energy above the lowest of the compared OMol25 structures with the same formula, charge and spin**: 232.2 kJ/mol

```
95
C40H43GeN3O2PS2Se2Y ωB97M-V/def2-TZVPD
H 0.35753 6.23890 0.56099
H 1.62610 -1.49804 -2.95358
H 4.31526 -2.71834 -6.04493
Se 1.81059 -2.90081 -0.28693
C 6.56871 2.47263 -0.76996
C -6.39518 0.77254 -1.04288
H -2.70337 -2.83492 1.49270
C 4.68030 3.92848 -1.12879
P 3.25014 0.14821 -1.27284
C 3.52063 -0.99948 2.66673
C -6.86261 -1.53094 -1.53047
H -0.93366 -2.89564 5.72380
H -1.34843 -0.26684 4.34435
H 6.14626 0.37091 -0.71765
H -3.51081 0.60382 -3.77890
H 4.26572 4.92656 -1.20988
H 6.68744 4.61717 -0.82300
Ge -2.73036 -2.36509 3.99852
H -7.92601 -0.36901 -0.06273
C 3.63708 -0.75931 -2.77802
C -5.85508 -1.53716 -2.48289
H -3.05353 0.15802 4.25379
H -4.34034 -3.05476 2.14301
N 0.92942 -1.39697 2.65213
C 2.05142 -1.20964 2.80863
H 2.06304 -2.76308 -5.01412
C -5.38410 0.76186 -2.00155
C 3.60972 -0.19537 1.37460
H -4.15897 -0.80677 1.47082
C 4.37768 1.53821 -1.12678
H -1.72311 3.57433 -2.29718
C -1.18014 -3.28348 4.73168
O 0.76475 1.09497 1.26583
H -4.80449 1.66234 -2.18697
C -7.13739 -0.37369 -0.80610
N -1.06564 0.83697 -0.95845
H 3.89604 -0.44275 3.51907
C 6.03737 3.75311 -0.90486
C 3.62555 -0.83476 0.20690
C -5.10506 -0.38719 -2.73239
C 3.69769 -2.32268 0.10193
H -1.08303 4.74823 -0.69757
H -1.38597 -4.35419 4.81640
Se -1.95098 0.29757 2.03064
H 4.55776 -2.83415 3.42456
C -0.29641 2.90868 0.09087
H -5.62734 -2.44801 -3.02773
S -2.73794 -1.63236 -3.51815
C 1.39170 4.62557 1.56313
C 3.84651 2.82074 -1.24370
C 0.64199 2.37212 1.00766
H -2.82417 2.20827 -2.17504
C -2.20926 2.88517 -1.60353
H -4.47966 -3.46015 5.49665
C 0.45001 5.16762 0.68854
H 3.50241 0.87952 1.43880
H 2.04712 5.27348 2.13356
H -5.07879 -1.91418 4.86504
H -3.92481 -1.93580 6.21566
C 5.73984 1.36526 -0.86825
H 2.77968 2.94028 -1.40580
O 1.80228 0.58992 -1.24124
H 7.62647 2.34211 -0.57679
C 2.61152 -1.48610 -3.38748
C 5.13903 -1.41413 -4.55501
H 5.68939 -0.11348 -2.95271
H -3.10063 -4.29049 2.42088
H -4.39218 -0.55806 -4.77658
H 4.64308 -3.95366 1.25006
H 4.25043 -2.63521 -0.77809
C -1.95797 -1.00449 -2.03524
C -3.76571 0.20073 1.36793
C 4.18192 -2.35958 2.52677
C -4.20352 -2.42420 5.27743
H -7.43725 -2.43163 -1.35016
N -1.82200 0.27970 -2.00242
H 2.18752 2.81708 2.40185
C 4.89717 -0.71171 -3.38189
C -3.27826 -3.21443 2.34250
C -4.00953 -0.36207 -3.77287
C 2.86129 -2.19171 -4.55614
C -2.27549 -0.45522 3.80349
H -3.74093 0.46319 0.31240
C 4.22074 -2.95777 1.34227
H -6.59999 1.67855 -0.48355
S -1.51513 -2.21391 -0.87696
Y 0.28584 -0.61553 0.24912
H -0.31956 -3.14449 4.07322
H -2.83395 3.47065 -0.92540
C -0.36580 4.31038 -0.01805
C 4.12404 -2.16375 -5.13340
C -1.18337 2.11918 -0.81001
H 6.11763 -1.36894 -5.01905
C 1.47755 3.25937 1.71166
H -4.37342 0.91368 1.91806
```


Entry 3:
ORCA calculation (ωB97M-V/def2-TZVPD) on a molecular structure, C9H23N3P in a non-equilibrium geometry.

## Properties
**Kohn-Sham gap**: 8.64 eV
**E**: -861.992044 Ha
**E_HOMO**: -11.952 eV
**Net charge**: +1
**Energy above the lowest of the compared OMol25 structures with the same formula, charge and spin**: 131.9 kJ/mol

```
36
C9H23N3P ωB97M-V/def2-TZVPD
C -0.92924 4.57082 -1.33038
H -3.16225 -2.56834 -0.68346
C 1.63378 0.34220 -0.90063
H 2.43695 -1.61478 3.00119
C -0.24275 3.67775 0.87562
H 1.43712 -1.07891 -2.84471
C 1.97705 -1.54446 2.02348
H -1.50186 3.60298 -1.53045
H 0.46890 3.73320 1.68954
H 1.70940 0.74221 0.07654
C -0.12337 4.56318 -0.11653
H 0.63177 5.31188 0.04742
H 0.53493 -2.93077 -0.77051
H 1.87854 -2.62898 1.61024
H -3.05541 -1.52271 0.77514
H -0.45781 -3.96508 0.39861
H -0.93103 2.73190 0.87069
C -0.43108 -3.37877 -0.44624
N 0.62983 -0.78467 -0.96615
H -1.51991 5.51097 -1.38432
H -2.57772 -3.30762 0.91113
H -0.89883 0.01278 2.76657
N -1.24498 -2.18583 -0.17816
H 2.64352 0.00532 -1.24861
C 0.45635 -1.21495 -2.40942
N 0.65139 -0.95682 1.95362
H -0.07552 -2.10891 -2.52123
C 0.06020 -0.31265 2.91258
H -0.85262 -3.92858 -1.36057
H -0.23956 4.70924 -2.16102
C -2.65484 -2.45212 0.21674
H 0.69556 0.02238 3.85822
H 2.56855 -0.94508 1.37749
H -0.19391 -0.55604 -2.95868
H 1.33621 1.14486 -1.56961
P -0.65736 -0.69561 0.01587
```